{
  "formula": "C25H71F4HfN3O18S",
  "method": "ωB97M-V/def2-TZVPD",
  "e_above_lowest_kj_mol": 0.0,
  "gap_ev": 2.88,
  "total_energy_ha": -3358.738894,
  "homo_energy_ev": -12.353,
  "charge": 2,
  "symbols": ["Hf", "F", "C", "F", "F", "F", "S", "O", "O", "O", "C", "O", "H", "H", "H", "H", "C", "O", "H", "H", "H", "H", "C", "C", "C", "O", "C", "N", "H", "H", "H", "H", "H", "H", "H", "H", "H", "H", "H", "C", "C", "C", "O", "C", "N", "H", "H", "H", "H", "H", "H", "H", "H", "H", "H", "H", "C", "C", "C", "O", "C", "N", "H", "H", "H", "H", "H", "H", "H", "H", "H", "H", "H", "C", "C", "O", "O", "H", "H", "H", "H", "H", "H", "C", "C", "O", "O", "H", "H", "H", "H", "H", "H", "C", "C", "O", "O", "H", "H", "H", "H", "H", "H", "C", "C", "O", "O", "H", "H", "H", "H", "H", "H", "C", "C", "O", "O", "H", "H", "H", "H", "H", "H"],
  "xyz": [[-3.3447, 1.2024, 3.1783], [-3.4057, 2.4305, 1.3431], [-0.4017, -0.3146, -0.0393], [-1.4247, 0.3325, -0.5505], [-0.6828, -1.6238, 0.0733], [0.6843, -0.1737, -0.7534], [-0.0564, 0.3620, 1.6652], [0.7270, -0.6291, 2.3785], [0.6566, 1.5905, 1.4498], [-1.3837, 0.5789, 2.3021], [0.5514, -1.5638, 5.7575], [-0.7982, -1.4322, 6.2511], [1.2750, -1.2710, 6.5216], [0.7759, -2.6053, 5.5267], [0.6869, -0.9062, 4.9011], [-0.7590, -1.8351, 7.1258], [-1.7313, -4.6439, -0.3987], [-1.6751, -4.4042, 1.0004], [-0.7785, -4.4139, -0.8780], [-1.9829, -5.6790, -0.6409], [-2.5141, -4.0010, -0.8042], [-0.9452, -4.9366, 1.3361], [-3.5868, -0.8924, -2.7258], [-5.0389, -0.9352, -2.2267], [-5.5268, -2.3595, -2.0408], [-5.5850, -2.9856, -3.2862], [-5.8282, -4.3808, -3.0934], [-5.0773, -0.1418, -0.9831], [-2.8421, -1.4279, -2.1351], [-3.2405, 0.1443, -2.7874], [-3.5580, -1.2279, -3.7622], [-5.6539, -0.4920, -3.0135], [-6.5248, -2.3478, -1.5772], [-4.8912, -2.8806, -1.3099], [-5.0485, -4.8402, -2.4793], [-5.9051, -4.8425, -4.0725], [-6.7502, -4.5163, -2.5197], [-6.0247, 0.1523, -0.7553], [-4.6328, 0.7385, -1.2418], [4.3443, -0.8127, -2.0724], [4.8425, -1.5887, -3.2673], [6.1421, -1.0602, -3.8490], [6.3838, -1.6487, -5.1145], [7.6824, -1.4744, -5.6574], [4.9774, -2.9838, -2.8262], [4.8723, -0.8868, -1.1182], [3.3115, -1.0418, -1.8068], [4.3649, 0.2625, -2.2802], [4.0534, -1.4762, -4.0141], [6.9898, -1.2172, -3.1707], [6.0802, 0.0318, -3.9300], [8.2913, -2.1283, -5.0231], [8.0718, -0.4639, -5.4983], [7.6911, -1.7193, -6.7141], [5.3794, -3.4541, -3.6386], [5.7481, -3.0319, -2.1634], [0.1945, 5.1298, 1.5142], [-1.1157, 5.8293, 1.1443], [-1.3013, 6.0246, -0.3642], [-0.1785, 6.6089, -0.9349], [-0.3342, 6.9936, -2.2856], [-2.2603, 5.1270, 1.7086], [1.0044, 5.7966, 1.2249], [0.3302, 4.1790, 0.9881], [0.2933, 4.8377, 2.5613], [-1.0201, 6.7833, 1.6683], [-2.2258, 6.5769, -0.5813], [-1.5289, 5.0319, -0.7889], [-1.1356, 7.7187, -2.4356], [-0.3669, 6.1051, -2.9218], [0.6043, 7.4951, -2.5257], [-3.1263, 5.6479, 1.5833], [-2.5034, 4.3392, 1.1040], [-0.3608, 2.5495, -2.6452], [0.3232, 1.4642, -3.4676], [0.6504, 1.8598, -4.7756], [-1.7644, 2.5533, -3.0066], [0.0374, 3.5669, -2.6757], [-0.4618, 2.3328, -1.5795], [-0.2710, 0.5513, -3.4896], [1.2092, 1.2005, -2.8746], [1.4774, 2.3499, -4.7515], [-1.8107, 2.6958, -3.9602], [1.8317, -4.1883, -1.1005], [2.2786, -3.4259, 0.1562], [2.4880, -4.3389, 1.2137], [2.9464, -4.7566, -1.7567], [1.2918, -3.5376, -1.8008], [1.1506, -4.9838, -0.7959], [1.5351, -2.6866, 0.4616], [3.1991, -2.8748, -0.0608], [3.2359, -4.9043, 0.9938], [3.5008, -4.0232, -2.0891], [-0.7123, 2.9957, 4.4075], [-1.0029, 1.9901, 5.5104], [-1.6186, 0.8302, 4.8868], [-1.8662, 3.1378, 3.5957], [0.1224, 2.5762, 3.8394], [-0.4216, 3.9707, 4.7981], [-1.6671, 2.3797, 6.2846], [-0.0746, 1.7323, 6.0195], [-1.2467, 0.1099, 5.4465], [-1.7351, 3.8948, 2.9452], [4.5605, 0.9135, 1.7990], [4.2090, -0.3443, 2.6008], [3.0822, -0.1745, 3.4612], [3.6905, 0.9869, 0.6830], [5.6205, 0.9631, 1.5417], [4.4383, 1.8373, 2.3758], [5.0373, -0.6186, 3.2547], [4.0171, -1.0862, 1.8227], [2.2412, -0.4361, 3.0288], [2.8798, 1.4283, 0.9402], [-3.7727, -1.8057, 1.6829], [-2.8941, -2.1115, 2.8835], [-3.1963, -1.1009, 3.8702], [-3.6609, -0.4078, 1.3417], [-4.7838, -2.0834, 1.9903], [-3.4745, -2.3932, 0.8165], [-1.8561, -2.0657, 2.5541], [-3.1081, -3.1249, 3.2153], [-3.4882, -1.4856, 4.7083], [-4.1200, -0.2706, 0.4501]],
  "mulliken_charge": [1.22, -0.67, 0.12, -0.01, 0.17, 0.02, 1.21, -1.04, -0.46, 0.82, -0.20, -0.55, 0.36, 0.35, -0.19, 0.30, 0.31, -0.46, -0.25, 0.41, -0.35, 0.31, -1.25, 0.22, -0.44, -0.37, -0.67, -0.63, -0.02, 0.38, 0.51, 0.36, 0.46, 0.05, 0.24, 0.28, 0.32, 0.29, 0.26, -1.18, 0.65, -0.95, -0.32, -0.74, -0.70, 0.32, -0.12, 0.51, 0.21, 0.41, 0.41, 0.32, 0.31, 0.23, 0.26, 0.28, -1.60, 0.56, -0.30, -0.32, -0.67, -0.56, 0.48, 0.10, 0.42, 0.32, 0.39, 0.07, 0.32, 0.20, 0.27, 0.33, -0.06, 0.50, -0.23, -0.56, -0.59, 0.23, -0.42, 0.14, 0.20, 0.37, 0.32, -0.49, 0.81, -0.59, -0.59, 0.21, 0.35, -0.50, 0.10, 0.34, 0.40, -0.01, -0.87, -0.29, -0.59, 0.12, 0.71, 0.32, 0.42, 0.08, 0.26, -0.54, 0.07, -0.54, -0.37, 0.39, 0.33, 0.39, -0.17, 0.40, 0.12, 0.18, -0.34, -0.40, -0.18, 0.45, -0.30, -0.17, 0.79, 0.26, 0.23]
}

{
  "formula": "C25H73N13O17",
  "method": "ωB97M-V/def2-TZVPD",
  "gap_ev": 8.35,
  "total_energy_ha": -2987.017672,
  "smiles": "CC1(C)CCCC(C)(C)N1O.NC(N)=O.NC(N)=O.NC(N)=O.NC(N)=O.NC(N)=O.NC(N)=O.OCCO.OCCO.OCCO.OCCO.OCCO",
  "homo_energy_ev": -8.344,
  "symbols": ["C", "C", "O", "O", "H", "H", "H", "H", "H", "H", "C", "C", "O", "O", "H", "H", "H", "H", "H", "H", "C", "C", "O", "O", "H", "H", "H", "H", "H", "H", "C", "C", "O", "O", "H", "H", "H", "H", "H", "H", "C", "C", "O", "O", "H", "H", "H", "H", "H", "H", "C", "O", "N", "N", "H", "H", "H", "H", "C", "O", "N", "N", "H", "H", "H", "H", "C", "O", "N", "N", "H", "H", "H", "H", "C", "O", "N", "N", "H", "H", "H", "H", "C", "O", "N", "N", "H", "H", "H", "H", "C", "O", "N", "N", "H", "H", "H", "H", "C", "C", "C", "C", "C", "C", "N", "O", "C", "C", "C", "H", "H", "H", "H", "H", "H", "H", "H", "H", "H", "H", "H", "H", "H", "H", "H", "H", "H", "H"],
  "xyz": [[-2.2219, 2.2445, -7.2476], [-3.6241, 2.0208, -6.8059], [-4.3802, 1.3357, -7.6697], [-1.3643, 1.1308, -6.9252], [-1.8751, 2.9394, -6.4828], [-2.2437, 2.5861, -8.2825], [-4.1285, 2.9831, -6.7195], [-3.7862, 1.4656, -5.8820], [-3.9844, 0.4631, -7.7294], [-0.4809, 1.4900, -7.0356], [-2.1801, -5.0523, -6.0284], [-3.0834, -6.2854, -6.0367], [-4.4228, -5.9770, -6.3445], [-1.7781, -4.6691, -7.3358], [-1.2330, -5.1333, -5.4950], [-2.7215, -4.3499, -5.3946], [-3.0632, -6.7977, -5.0748], [-2.6570, -7.0619, -6.6717], [-4.9757, -6.7363, -6.1458], [-1.4031, -3.7864, -7.3784], [4.6286, 3.2418, -3.5524], [5.1299, 2.1049, -4.5099], [4.4467, 2.0042, -5.7500], [4.8023, 4.4837, -4.1694], [4.9864, 3.1625, -2.5259], [3.5564, 3.0497, -3.5940], [5.1866, 1.1205, -4.0454], [6.1678, 2.2619, -4.8034], [4.9634, 1.8646, -6.5469], [5.7545, 4.5132, -4.2882], [-3.6005, 3.9695, 8.2565], [-5.0122, 3.5885, 7.8690], [-5.7646, 4.6221, 7.2028], [-2.7508, 3.6313, 7.1733], [-3.4051, 3.5942, 9.2610], [-3.6457, 5.0486, 8.4038], [-5.5170, 3.2302, 8.7661], [-5.0382, 2.6752, 7.2747], [-5.3956, 4.6452, 6.3169], [-2.6505, 4.3472, 6.5416], [-9.5931, 4.2512, 0.1085], [-8.2709, 4.7821, 0.8681], [-7.6487, 3.7803, 1.5557], [-9.5984, 2.8504, -0.1262], [-9.6417, 4.7477, -0.8606], [-10.4502, 4.5675, 0.7031], [-8.5127, 5.7141, 1.3789], [-7.4173, 5.1695, 0.3120], [-7.7637, 2.9599, 1.0707], [-10.3947, 2.5555, -0.5739], [0.3154, -2.2422, 6.2377], [0.3579, -3.4405, 6.1809], [1.2392, -1.5445, 5.5607], [-0.5323, -1.5848, 6.8741], [1.7816, -2.1634, 4.9751], [1.3710, -0.5449, 5.6196], [-1.1202, -2.1731, 7.4471], [-0.6225, -0.5804, 6.8179], [4.3263, 5.2010, 3.5350], [4.0816, 4.0265, 3.4510], [3.9624, 6.0660, 2.6532], [5.2095, 5.6797, 4.4132], [3.0391, 5.8982, 2.2799], [4.3514, 6.9825, 2.8226], [5.7280, 5.0153, 4.9699], [5.2573, 6.6860, 4.4850], [-1.5541, 1.7935, 0.6098], [-1.4192, 3.0417, 0.5344], [-2.0005, 1.1009, 1.5362], [-1.3549, 1.0100, -0.3679], [-2.4144, 1.6303, 2.2902], [-2.2118, 0.1134, 1.5249], [-1.5096, 0.0304, -0.1766], [-1.0747, 1.3477, -1.2776], [-1.1499, 9.0172, 4.3092], [-2.2365, 8.4518, 4.7024], [-0.1356, 9.2220, 5.0718], [-0.7640, 9.2423, 3.0636], [0.5935, 9.7652, 4.6319], [-0.1968, 9.2549, 6.0794], [-1.2727, 8.8971, 2.2622], [0.0347, 9.8435, 2.9198], [-0.3776, 9.2696, -3.5492], [-1.5187, 9.6677, -3.6667], [-0.0786, 8.1229, -3.0609], [0.6901, 9.9460, -3.6406], [0.8858, 7.8258, -3.1026], [-0.7397, 7.4979, -2.6222], [1.4727, 9.7662, -3.0280], [0.7606, 10.8197, -4.1425], [-5.5096, -3.9146, 0.9210], [-4.3174, -3.6930, 0.8215], [-6.1619, -3.9655, 2.0486], [-6.2989, -4.0588, -0.1474], [-5.6082, -3.8311, 2.8826], [-7.1380, -4.2234, 2.0795], [-7.2983, -4.1492, -0.0326], [-5.9787, -3.9649, -1.1007], [6.0768, -9.2064, 1.2719], [6.5857, -7.9232, 0.5128], [6.9517, -8.4146, -0.9492], [5.6767, -8.4697, -1.8212], [4.8953, -7.2592, -1.7508], [4.4544, -6.7884, -0.3619], [5.6662, -6.7828, 0.5486], [5.3646, -6.3547, 1.8244], [4.0667, -5.3326, -0.4861], [3.2906, -7.6251, 0.0717], [7.9693, -7.4956, 1.0704], [5.3217, -9.7309, 0.6863], [6.7624, -10.0181, 1.5154], [5.6252, -8.9107, 2.2189], [7.8289, -7.9465, -1.3957], [7.1590, -9.4763, -0.8151], [6.0516, -8.9631, -2.7180], [5.0465, -9.3120, -1.5358], [3.9985, -7.5041, -2.3201], [5.4360, -6.4281, -2.2034], [4.9557, -4.7188, -0.6307], [3.4766, -4.8430, 0.2886], [3.4466, -5.0459, -1.3355], [3.5016, -8.6197, 0.4646], [2.5687, -7.8183, -0.7219], [2.7856, -7.1126, 0.8905], [8.5795, -8.3987, 1.0791], [8.6263, -6.7808, 0.5750], [7.9978, -7.0679, 2.0726], [5.0274, -7.1580, 2.2275]],
  "mulliken_charge": [-0.27, -0.54, -0.53, -0.52, 0.29, 0.28, 0.29, 0.36, 0.32, 0.31, -0.40, -0.39, -0.52, -0.53, 0.34, 0.29, 0.32, 0.29, 0.30, 0.30, -0.41, -0.34, -0.53, -0.47, 0.30, 0.23, 0.28, 0.30, 0.32, 0.32, -0.35, -0.40, -0.51, -0.54, 0.34, 0.25, 0.34, 0.25, 0.31, 0.32, -0.25, -0.39, -0.52, -0.55, 0.28, 0.27, 0.31, 0.25, 0.31, 0.28, 0.67, -0.67, -0.43, -0.35, 0.21, 0.17, 0.23, 0.17, 0.61, -0.64, -0.37, -0.41, 0.26, 0.17, 0.22, 0.16, 0.68, -0.73, -0.35, -0.35, 0.22, 0.18, 0.14, 0.20, 0.63, -0.67, -0.34, -0.36, 0.15, 0.23, 0.21, 0.15, 0.69, -0.65, -0.39, -0.41, 0.17, 0.19, 0.18, 0.21, 0.65, -0.66, -0.37, -0.38, 0.22, 0.17, 0.15, 0.21, -1.47, 1.25, -1.09, -0.81, -1.11, 1.93, 0.03, -0.40, -1.99, -1.75, -1.86, 0.34, 0.38, 0.35, 0.40, 0.41, 0.38, 0.32, 0.48, 0.38, 0.45, 0.35, 0.39, 0.30, 0.38, 0.44, 0.42, 0.41, 0.34, 0.37]
}